{"formula": "C24H28BBaF8O24", "method": "the ωB97M-V functional and the def2-TZVPD basis", "symbols": ["Ba", "B", "H", "H", "H", "H", "C", "C", "O", "C", "O", "O", "F", "H", "H", "H", "C", "C", "O", "C", "O", "O", "F", "H", "H", "H", "C", "C", "O", "C", "O", "O", "F", "H", "H", "H", "C", "C", "O", "C", "O", "O", "F", "H", "H", "H", "C", "C", "O", "C", "O", "O", "F", "H", "H", "H", "C", "C", "O", "C", "O", "O", "F", "H", "H", "H", "C", "C", "O", "C", "O", "O", "F", "H", "H", "H", "C", "C", "O", "C", "O", "O", "F", "H", "H", "H"], "coordinates": [[-0.072018, -0.735174, 0.155858], [-0.540303, -3.536512, -0.094660], [-1.410447, -3.437559, -0.890959], [-0.711692, -2.851611, 0.806087], [-0.358615, -4.657641, 0.203779], [0.387216, -3.125697, -0.660256], [4.859277, -3.696524, 1.547138], [4.079420, -4.174824, 2.767629], [2.775626, -3.914159, 2.343869], [2.824091, -2.762169, 1.629397], [1.924412, -2.014523, 1.447144], [4.085795, -2.546473, 1.209411], [4.403672, -3.392823, 3.837273], [4.845293, -4.433195, 0.741728], [5.902130, -3.481239, 1.764062], [4.265504, -5.218888, 3.003556], [-3.431658, 2.904873, 3.526439], [-4.024024, 3.128370, 2.131543], [-3.180528, 2.393237, 1.277785], [-2.025343, 2.129095, 1.926808], [-1.065195, 1.627271, 1.432245], [-2.158100, 2.342131, 3.235218], [-3.823593, 4.459544, 1.798493], [-3.998913, 2.180351, 4.109937], [-3.294991, 3.839759, 4.061582], [-5.075242, 2.943487, 1.941153], [4.552200, -2.879886, -3.103139], [4.251845, -1.659603, -3.998101], [3.650333, -0.783015, -3.087175], [3.155083, -1.470600, -2.033199], [2.356926, -1.039350, -1.265022], [3.593387, -2.727117, -2.066048], [3.350838, -1.887507, -4.985815], [5.569020, -2.814495, -2.721230], [4.368723, -3.818723, -3.618730], [5.177402, -1.276590, -4.423553], [3.222917, 3.193410, 3.437481], [4.415006, 2.731643, 2.575660], [3.819363, 2.010241, 1.558754], [2.515841, 1.722954, 1.858422], [1.800348, 1.126774, 1.127105], [2.175689, 2.353640, 2.976088], [5.165441, 1.868492, 3.360661], [2.947755, 4.236591, 3.271484], [3.383292, 3.067178, 4.503210], [5.111919, 3.469317, 2.190376], [1.691936, 4.939727, -1.532018], [1.040247, 4.690042, -2.897936], [0.120002, 3.664362, -2.617980], [0.503007, 2.986832, -1.505001], [0.127105, 1.925088, -1.139692], [1.486865, 3.673457, -0.905616], [1.956233, 4.328866, -3.828159], [1.182758, 5.712952, -0.959573], [2.765329, 5.084802, -1.601037], [0.450270, 5.529355, -3.263698], [-3.175143, -2.948694, 4.898029], [-2.960871, -1.605842, 5.577656], [-2.570554, -0.748639, 4.548019], [-2.192345, -1.493808, 3.476131], [-1.684212, -1.060545, 2.499287], [-2.447242, -2.797786, 3.684946], [-1.952065, -1.685985, 6.498836], [-4.232013, -3.135291, 4.723130], [-2.692053, -3.699787, 5.517540], [-3.831021, -1.253905, 6.127344], [-0.525033, 0.216842, -6.056801], [-1.997205, 0.302888, -5.645552], [-1.945997, 0.086715, -4.260407], [-0.739546, -0.294637, -3.853391], [-0.388482, -0.545029, -2.749687], [0.080611, -0.442923, -4.935233], [-2.768038, -0.646894, -6.221942], [-0.096981, 1.220227, -6.043667], [-0.331470, -0.332998, -6.969717], [-2.402011, 1.293839, -5.844873], [-5.813569, 0.530354, -1.820484], [-5.755137, -0.976865, -1.886537], [-4.833681, -1.287804, -0.881924], [-3.972195, -0.209205, -0.772769], [-2.940372, -0.291885, -0.197011], [-4.446508, 0.814744, -1.459887], [-5.273937, -1.374353, -3.098656], [-6.391331, 0.882560, -0.964050], [-6.105308, 1.034087, -2.734189], [-6.705104, -1.477288, -1.712951]], "forces_ev_per_a": [[-0.137, 0.601, -0.604], [-0.299, -1.065, -0.835], [-0.945, 0.219, -0.412], [-0.577, 0.406, 1.758], [0.090, -0.799, 0.328], [1.609, 0.563, -0.716], [0.165, -0.375, 0.494], [1.107, -0.390, -1.228], [-0.530, 0.080, 0.747], [0.568, 0.187, 0.071], [-0.176, -0.053, 0.232], [0.128, 0.097, -0.533], [-0.226, -0.056, 0.236], [-0.280, 0.021, -0.018], [-0.143, 0.550, 0.097], [-0.534, -0.026, 0.196], [-0.317, -0.460, -0.301], [0.919, 0.975, -0.251], [-0.688, 0.255, 0.091], [0.276, -1.430, 0.173], [-0.213, 0.562, -0.067], [0.267, 0.465, 0.281], [-0.193, 0.028, 0.078], [-0.019, 0.081, 0.053], [-0.144, 0.023, -0.008], [0.038, -0.450, 0.092], [-0.658, 0.333, -0.856], [0.516, -0.565, 0.729], [0.407, 0.763, -0.155], [-0.891, -0.273, -0.425], [0.409, 0.263, 0.077], [0.303, -0.455, 0.629], [0.082, -0.338, -0.151], [-0.006, -0.079, 0.138], [0.069, -0.031, 0.048], [-0.279, 0.497, -0.102], [0.392, 0.499, -0.454], [-0.127, -0.395, 1.331], [0.160, -0.236, -0.463], [0.434, 0.998, -0.548], [0.089, -0.516, 0.341], [-0.709, -0.222, 0.532], [0.020, 0.053, -0.300], [-0.012, -0.057, -0.212], [0.116, -0.325, -0.031], [-0.215, 0.127, -0.134], [-0.121, -0.802, -0.462], [-0.633, 1.097, 0.818], [-0.130, -0.421, -0.548], [1.137, -0.158, 0.041], [-0.578, 0.183, -0.405], [0.130, 0.057, 0.851], [-0.090, -0.373, -0.060], [0.090, 0.097, -0.069], [-0.033, 0.275, -0.064], [0.226, -0.005, -0.241], [0.576, 0.421, 0.468], [-0.344, -0.313, 0.542], [-0.285, 0.180, 0.053], [0.190, -0.955, 0.067], [0.087, 0.550, -0.145], [-0.228, 0.292, -0.210], [0.237, 0.033, -0.077], [0.059, -0.210, -0.186], [-0.242, -0.298, -0.178], [-0.030, 0.381, -0.272], [0.093, 0.113, 0.966], [0.783, 0.281, -0.280], [-1.107, 0.586, 0.453], [1.447, -1.038, -1.183], [-0.395, 0.137, 0.504], [-0.265, 0.089, 0.306], [-0.077, -0.074, 0.007], [-0.050, 0.023, -0.568], [-0.054, 0.000, -0.039], [-0.389, -0.174, 0.049], [0.403, 0.059, 0.605], [-0.711, 0.049, 0.109], [0.143, 0.424, -0.094], [-0.061, -1.571, -0.508], [0.297, 0.453, 0.273], [0.083, 0.949, -0.175], [0.100, -0.054, -0.056], [-0.451, -0.162, -0.271], [0.236, -0.031, -0.091], [0.110, -0.138, 0.120]], "lowdin_charge": [2.047, -0.516, -0.034, -0.166, -0.034, -0.103, -0.048, -0.299, 0.161, -0.519, 0.025, 0.085, 0.077, 0.143, 0.143, 0.174, -0.031, -0.252, 0.139, -0.546, 0.052, 0.097, 0.038, 0.139, 0.144, 0.169, -0.032, -0.297, 0.148, -0.534, 0.059, 0.093, 0.082, 0.139, 0.147, 0.167, -0.033, -0.278, 0.145, -0.521, 0.055, 0.103, 0.040, 0.139, 0.142, 0.169, -0.027, -0.303, 0.141, -0.524, 0.097, 0.074, 0.083, 0.141, 0.144, 0.169, -0.037, -0.306, 0.144, -0.514, 0.075, 0.113, 0.063, 0.143, 0.148, 0.167, -0.030, -0.298, 0.155, -0.532, 0.087, 0.072, 0.087, 0.139, 0.145, 0.168, -0.022, -0.314, 0.143, -0.533, 0.090, 0.092, 0.079, 0.143, 0.146, 0.172], "homo_energy_ev": -10.18, "largest_force_ev_per_a": 2.1, "relative_energy_ev": 0.000, "total_charge": 1, "total_energy_ev": -97590.9032, "lumo_ha": -0.063}